(1)
{"formula": "C8H28O10", "method": "ωB97M-V with the def2-TZVPD basis set", "orbital_gap_ev": 9.6, "smiles": "OCCO.OCCO.OCCO.OCCO.O.O", "relative_energy_kj_mol": 207.8, "symbols": ["O", "H", "H", "O", "H", "H", "C", "C", "O", "O", "H", "H", "H", "H", "H", "H", "C", "C", "O", "O", "H", "H", "H", "H", "H", "H", "C", "C", "O", "O", "H", "H", "H", "H", "H", "H", "C", "C", "O", "O", "H", "H", "H", "H", "H", "H"], "positions_angstrom": [[-1.482, -1.524, -2.974], [-1.599, -2.477, -2.820], [-2.336, -1.231, -3.285], [-0.834, 0.089, -1.024], [-0.963, -0.469, -0.277], [-1.013, -0.475, -1.769], [0.128, -0.268, 2.120], [1.156, -0.199, 3.258], [2.213, 0.538, 2.735], [-0.870, -1.116, 2.585], [0.700, -0.859, 1.353], [-0.318, 0.728, 1.865], [1.589, -1.103, 3.569], [0.745, 0.222, 4.091], [2.623, 0.978, 3.463], [-1.316, -0.662, 3.322], [0.978, 4.378, -0.384], [0.453, 2.901, -0.248], [0.196, 2.451, -1.542], [1.776, 4.685, 0.780], [0.115, 5.036, -0.401], [1.569, 4.458, -1.285], [-0.506, 3.119, 0.193], [1.094, 2.192, 0.266], [-0.310, 1.633, -1.393], [2.663, 4.532, 0.522], [3.312, -0.926, -2.345], [2.002, -0.686, -1.690], [2.139, 0.016, -0.515], [3.147, -1.659, -3.619], [3.977, -1.560, -1.695], [3.698, 0.107, -2.568], [1.501, -1.672, -1.446], [1.336, -0.081, -2.242], [1.266, 0.046, -0.181], [3.028, -1.002, -4.403], [-2.969, -1.481, 0.138], [-3.986, -2.313, 0.865], [-3.780, -2.480, 2.283], [-1.729, -2.146, 0.236], [-2.884, -0.489, 0.589], [-3.366, -1.384, -0.884], [-4.010, -3.304, 0.388], [-4.901, -1.813, 0.706], [-2.886, -2.807, 2.536], [-1.348, -1.922, 1.131]], "forces_ev_per_angstrom": [[-0.1, -0.9, -0.3], [0.3, 0.4, 0.1], [-0.3, 0.2, -0.3], [0.5, 1.7, 0.3], [-0.2, -0.8, 0.7], [-0.1, -0.8, -0.9], [1.8, -0.7, 0.8], [0.5, 0.5, -2.9], [0.6, 0.9, -0.6], [-1.8, -0.7, 0.7], [-0.9, 1.1, 0.1], [1.0, -0.7, -0.3], [-0.2, -2.1, 0.1], [-1.3, 1.5, 2.4], [0.7, 0.6, 0.4], [0.0, -0.5, -0.4], [0.6, -1.7, 1.3], [-0.2, 2.2, -1.0], [-0.1, -0.3, -0.8], [-1.6, 0.6, -0.2], [0.1, 0.2, -0.1], [0.1, 0.2, -0.4], [-0.5, -0.8, 1.2], [0.3, 0.4, 0.5], [0.1, 0.0, -0.5], [1.4, -0.2, -0.2], [0.8, 0.3, -1.5], [-1.2, -2.2, 0.4], [2.2, 0.4, 1.3], [-0.2, 2.0, -0.9], [-0.5, 0.9, -0.7], [0.4, -1.1, 0.4], [0.4, 0.6, -0.6], [-0.7, 0.2, -1.7], [-1.3, 0.5, 0.6], [0.3, -1.6, 2.4], [-0.5, -0.5, 1.1], [1.1, -1.0, 0.6], [0.4, 0.3, -0.1], [1.1, 0.2, 0.2], [-0.2, 0.1, -0.1], [0.8, 0.0, 0.1], [-0.1, 0.2, 0.0], [-1.5, 0.3, 0.3], [-0.9, 0.3, -0.9], [-0.7, -0.4, -0.9]]}

=====

(2)
{"formula": "C7H12", "method": "ωB97M-V with the def2-TZVPD basis set", "orbital_gap_ev": 10.6, "smiles": "C1CCCC1.C#C", "relative_energy_kj_mol": 486.4, "symbols": ["C", "C", "C", "C", "C", "C", "C", "H", "H", "H", "H", "H", "H", "H", "H", "H", "H", "H", "H"], "positions_angstrom": [[2.580, 0.466, 0.278], [2.425, -0.413, -0.531], [0.158, 0.589, -0.116], [-1.272, 1.255, -0.178], [-2.166, -0.039, -0.016], [-1.118, -1.233, -0.080], [0.068, -0.649, 0.616], [2.678, 1.015, 1.132], [2.058, -1.170, -1.228], [0.672, 0.349, -1.134], [0.945, 1.241, 0.232], [-1.477, 1.770, -1.042], [-1.483, 2.056, 0.674], [-2.912, 0.065, -0.896], [-2.688, 0.068, 0.918], [-1.071, -1.487, -1.092], [-1.393, -2.161, 0.416], [0.926, -1.207, 0.505], [-0.307, -0.404, 1.684]], "forces_ev_per_angstrom": [[1.9, -2.6, -1.9], [1.6, -0.1, -0.4], [0.2, 3.7, -2.6], [0.8, -1.4, 3.7], [-0.3, 1.0, -2.0], [-2.8, 0.1, 1.9], [-3.4, 0.4, 1.6], [0.5, 1.3, 1.5], [0.8, 0.7, 0.5], [-2.0, 0.7, 1.2], [-0.8, 0.8, 0.3], [-0.2, 1.0, -2.3], [0.7, -1.8, -1.4], [0.9, -1.0, 1.6], [-0.4, -0.5, 0.4], [1.0, -0.3, -1.8], [-0.7, 0.0, 0.2], [1.2, -1.4, 0.8], [1.1, -0.8, -1.2]]}

=====

(3)
{"formula": "C3H12O4", "method": "ωB97M-V with the def2-TZVPD basis set", "orbital_gap_ev": 8.8, "relative_energy_kj_mol": 426.1, "symbols": ["C", "O", "C", "C", "H", "H", "H", "H", "H", "H", "H", "H", "O", "H", "H", "O", "H", "H", "O"], "positions_angstrom": [[0.559, -1.629, -0.288], [0.246, -0.442, -0.929], [0.730, -1.181, 1.070], [0.168, -1.716, 2.165], [1.427, -2.171, -0.690], [-0.276, -2.347, -0.316], [-0.263, -0.049, 0.544], [1.611, -0.544, 1.178], [0.386, -1.274, 3.133], [-0.440, -2.611, 2.146], [-1.607, -0.239, -1.521], [-2.464, 0.997, -1.715], [-2.510, 0.032, -1.741], [-0.327, 2.468, -0.625], [-1.228, 3.677, -0.814], [-1.254, 2.707, -0.746], [1.268, 0.771, -0.435], [2.457, 1.830, -0.131], [1.518, 1.719, -0.284]], "forces_ev_per_angstrom": [[-0.6, -2.0, -0.8], [-1.4, 1.4, 2.2], [1.5, -0.5, 1.5], [0.1, 0.4, 0.4], [0.1, 0.4, -0.1], [0.0, 0.0, -0.2], [1.0, -0.7, -2.7], [-0.5, 0.4, 0.3], [-0.2, -0.1, -0.1], [-0.3, 0.1, -0.2], [0.0, 0.1, -0.1], [0.1, -0.1, 0.1], [-0.1, 0.0, 0.0], [0.3, -0.1, 0.0], [-0.1, -0.6, 0.0], [-0.1, 0.7, 0.0], [0.4, 0.6, -0.5], [0.0, -0.2, -0.1], [-0.3, 0.1, 0.3]]}

=====

(4)
{"formula": "C4H5FO2", "method": "ωB97M-V with the def2-TZVPD basis set", "orbital_gap_ev": 9.2, "smiles": "O=C=CF.CC=O", "relative_energy_kj_mol": 298.5, "symbols": ["C", "C", "C", "C", "O", "O", "F", "H", "H", "H", "H", "H"], "positions_angstrom": [[-4.110, 0.412, -0.295], [-3.086, -0.362, -0.149], [0.410, 0.230, 0.545], [1.219, 0.959, -0.488], [-4.843, 1.315, -0.533], [-0.683, 0.731, 0.841], [-3.147, -1.770, -0.137], [-2.129, 0.166, -0.284], [0.737, -0.614, 1.125], [0.624, 1.769, -0.695], [1.289, 0.388, -1.401], [2.206, 1.301, -0.234]], "forces_ev_per_angstrom": [[-2.1, 2.7, -1.1], [1.1, -2.1, -0.5], [-1.7, 2.5, 0.7], [0.5, -1.8, 0.1], [1.0, -1.9, 0.9], [1.8, -1.1, -0.2], [0.1, 2.0, 0.2], [-0.6, -0.8, 0.4], [0.5, -0.8, 0.0], [-1.2, 2.1, -0.6], [0.2, -0.5, -0.3], [0.5, -0.2, 0.5]]}